Entry 1:
The following is a quantum chemistry calculation of a 2-piece molecular cluster, C8H15N overall in a non-equilibrium geometry, from the Open Molecules 2025 dataset.

Structure (ORCA input):
```
! wB97M-V def2-TZVPD RIJCOSX def2/J DEFGRID3
* xyz 0 1
C 1.46179 1.02480 1.61010
C -1.16512 -1.35711 -1.48538
C 0.76051 2.28359 1.24595
C 2.82770 0.82524 1.17341
C -2.03639 -0.46857 -2.38893
C -1.94698 -1.75739 -0.22183
N 0.73116 -0.01821 1.93626
C 1.20880 -0.20753 -0.94042
C 0.10790 -0.70573 -1.15941
H -0.95125 -2.28070 -2.04045
H -0.21810 -0.05964 1.58182
H 1.17651 -0.92719 1.94666
H 1.34703 3.15284 1.55108
H 0.68303 2.27172 0.15176
H -0.25355 2.31603 1.63500
H 3.33057 0.00426 1.67890
H 2.71450 0.49775 -0.03644
H 3.44346 1.70897 1.31370
H -2.29554 0.45899 -1.87471
H -2.96941 -0.97405 -2.65205
H -1.50969 -0.22627 -3.31168
H -2.22500 -0.86605 0.34860
H -2.87209 -2.28141 -0.47588
H -1.34986 -2.41435 0.41393
*
```

For the energy above the lowest of the compared OMol25 structures with the same formula, charge and spin, the calculation gives 441.0 kJ/mol. As for the electronic energy: -10024.80485 eV.

Here are the Mulliken charges for atoms 1 to 4, given in e: 0.73 0.67 -1.23 -0.96

Entry 2:
The following is a quantum chemistry calculation of an isolated ion of composition C8H15N2 and charge +1 in a non-equilibrium geometry, from the Open Molecules 2025 dataset.

Structure (ORCA input):
```
! wB97M-V def2-TZVPD RIJCOSX def2/J DEFGRID3
* xyz 1 1
C 0.39765 2.56525 0.01641
N 0.82252 1.19972 -0.21356
C 2.22950 0.79263 -0.25448
C 2.08855 -0.67168 0.26359
N 0.75982 -1.13189 -0.30676
C 0.21671 -2.53812 0.09394
C -0.05760 0.12122 -0.23187
C -1.52420 0.12053 0.15579
C -2.76161 -0.60942 -0.29511
C -2.81041 0.81918 0.13014
H -0.50154 2.81442 -0.45241
H 0.12972 2.68463 1.02146
H 1.00920 3.19097 -0.45828
H 2.97905 1.20577 0.49487
H 2.78427 0.73532 -1.15088
H 2.87579 -1.23506 0.04580
H 2.10598 -0.74923 1.29813
H 1.08578 -1.09255 -1.30220
H -0.23312 -2.39628 1.00402
H -0.54063 -2.80196 -0.63722
H 0.99618 -3.16218 0.24851
H -2.72953 -0.75523 -1.27197
H -3.11987 -1.28371 0.42430
H -3.17228 1.14683 1.05677
H -2.89510 1.72466 -0.58232
*
```

For the energy above the lowest of the compared OMol25 structures with the same formula, charge and spin, the calculation gives 496.4 kJ/mol. As for the electronic energy: -11507.83808 eV.

Here are the Mulliken charges for atoms 1 to 4, given in e: -1.23 0.03 -0.48 -0.92

Entry 3:
The following is a quantum chemistry calculation of a 2-piece molecular cluster, C8H15N2 overall in a non-equilibrium geometry, from the Open Molecules 2025 dataset.

Structure (ORCA input):
```
! wB97M-V def2-TZVPD RIJCOSX def2/J DEFGRID3
* xyz 1 3
C -0.90879 0.64310 -0.84455
C -2.02311 0.06677 -0.35884
C -0.26118 1.43988 -1.90743
C 1.07976 1.32679 -1.21505
C 0.30115 0.49954 -0.03068
C 0.75952 -1.29916 1.96403
C -1.61444 -0.56398 0.99657
C -0.06950 -0.34912 1.18656
N 0.09128 1.08477 1.41552
N 0.89806 -1.38205 -1.29253
H -0.41456 0.94917 -2.89463
H -0.75971 2.43842 -2.03150
H 1.81380 0.79514 -1.75081
H 1.61177 2.27299 -1.01188
H 0.86907 -1.04481 3.09451
H 1.71330 -1.17474 1.61632
H 0.56562 -2.41718 1.74361
H -2.14989 0.02086 1.77715
H -3.05968 0.00756 -0.66465
H -1.90730 -1.63934 1.29510
H -0.74825 1.72666 1.52995
H 0.83228 1.32360 1.95193
H 1.89804 -1.06879 -1.34511
H 0.60503 -1.36108 -2.32555
H 0.87773 -2.29502 -0.89805
*
```

For the energy above the lowest of the compared OMol25 structures with the same formula, charge and spin, the calculation gives 390.8 kJ/mol. The expectation value of S² is 2.0070. As for the electronic energy: -11505.14775 eV.

Here are the Mulliken charges for atoms 1 to 4, given in e: 0.17 -1.01 -0.38 -0.86

Entry 4:
The following is a quantum chemistry calculation of one molecule with the formula C8H15N2O3P in a non-equilibrium geometry, from the Open Molecules 2025 dataset.

Structure (ORCA input):
```
! wB97M-V def2-TZVPD RIJCOSX def2/J DEFGRID3
* xyz 0 1
C -2.96524 -2.09369 -0.55208
C -2.93185 -0.92147 0.10093
C 1.03305 -0.22394 -0.40163
C -2.17251 1.61789 -0.13416
C -1.98412 0.13893 -0.33370
C -1.02910 0.86762 0.41296
C 1.06553 2.12714 -0.41791
C 3.36044 -1.84796 -0.46782
N 0.39652 0.87276 -0.25310
N -0.87577 0.91213 1.86407
O 3.70289 0.71388 -0.45683
O 0.45419 -1.42220 -0.23123
O 2.49293 -0.23816 1.66261
P 2.84867 -0.32445 0.17614
H -3.80891 -2.64029 -0.15371
H -2.31286 -2.21969 -1.40049
H -3.47567 -0.93617 0.97005
H -2.06022 2.42847 -0.87652
H -2.99893 1.97185 0.48640
H -1.53143 -0.06677 -1.31118
H 1.56444 2.08971 -1.29683
H 0.27474 2.90829 -0.36930
H 1.86297 2.27112 0.31323
H 3.18802 -1.81344 -1.51061
H 4.44941 -1.94664 -0.30816
H 2.91603 -2.68325 0.06702
H -0.52380 -1.59622 0.00660
H -0.58866 1.87023 2.20804
H -0.35076 0.18430 2.20723
*
```

For the energy above the lowest of the compared OMol25 structures with the same formula, charge and spin, the calculation gives 278.7 kJ/mol. As for the electronic energy: -26948.55770 eV.

Here are the Mulliken charges for atoms 1 to 4, given in e: -0.88 -0.30 0.46 -1.12

Entry 5:
The following is a quantum chemistry calculation of an isolated ion of composition C8H15N2OS and charge +1 in a non-equilibrium geometry, from the Open Molecules 2025 dataset.

Structure (ORCA input):
```
! wB97M-V def2-TZVPD RIJCOSX def2/J DEFGRID3
* xyz 1 1
H 2.21210 0.66043 2.02417
N 1.33785 1.13164 1.82853
C 0.35027 0.52113 1.39616
C -0.93118 1.22709 1.10408
C -1.24876 1.14061 -0.36754
C -0.48170 1.73567 -1.27707
S -0.69752 1.78826 -3.00180
C -2.36349 1.11713 -3.24432
C 0.30028 -1.03528 1.10933
C 0.63938 -1.77284 2.40611
C 1.21133 -1.27923 -0.01750
N 2.50728 -1.43511 0.16785
O 0.69968 -1.25472 -1.21106
H -0.82323 2.26788 1.41228
H -1.72984 0.77030 1.68910
H -2.12963 0.58633 -0.65089
H 0.39967 2.28796 -0.98584
H -3.04734 1.57296 -2.53268
H -2.34988 0.03587 -3.14120
H -2.65495 1.38861 -4.25393
H -0.71558 -1.26598 0.78307
H 0.61521 -2.84923 2.25210
H -0.10153 -1.52766 3.16363
H 1.61184 -1.48944 2.80040
H 3.15910 -1.52001 -0.60168
H 2.89944 -1.47935 1.09790
H 1.33120 -1.32304 -1.94918
*
```

For the energy above the lowest of the compared OMol25 structures with the same formula, charge and spin, the calculation gives 207.9 kJ/mol. As for the electronic energy: -24395.01359 eV.

Here are the Mulliken charges for atoms 1 to 4, given in e: 0.22 -0.64 0.57 -1.18

Entry 6:
The following is a quantum chemistry calculation of a 2-piece molecular cluster, C8H15N3O overall in a non-equilibrium geometry, from the Open Molecules 2025 dataset.

Structure (ORCA input):
```
! wB97M-V def2-TZVPD RIJCOSX def2/J DEFGRID3
* xyz 0 1
H -1.16117 1.16025 2.62359
N -1.51012 1.40131 1.68932
C -1.68755 0.32073 0.98229
N -1.88347 0.43501 -0.35786
C -2.62718 -0.64754 -0.96492
C -4.04648 -0.81982 -0.54742
C -5.20507 -0.99925 -0.23658
H -1.72649 -0.71711 1.36464
H -2.12137 1.38296 -0.64670
H -2.60869 -0.52909 -2.05830
H -2.13500 -1.61517 -0.74631
H -6.21841 -1.09084 0.04352
C 1.26101 2.21706 -0.39858
O 2.00405 1.02126 -0.66878
N 1.97562 0.09190 0.37460
C 2.92167 -0.76253 0.16027
C 3.87676 -0.53935 -0.96762
C 3.02211 -2.00769 0.98091
H 0.40855 2.29927 -1.04504
H 0.99717 2.25180 0.65335
H 1.91244 3.05520 -0.64846
H 4.83908 -1.09255 -0.81612
H 3.41862 -0.82939 -1.92459
H 4.11017 0.51916 -1.04418
H 2.64696 -2.87877 0.43501
H 4.04676 -2.22160 1.27482
H 2.39308 -1.93135 1.89248
*
```

For the energy above the lowest of the compared OMol25 structures with the same formula, charge and spin, the calculation gives 358.9 kJ/mol. As for the electronic energy: -15052.68333 eV.

Here are the Mulliken charges for atoms 1 to 4, given in e: 0.24 -0.72 0.01 -0.10

Entry 7:
The following is a quantum chemistry calculation of one molecule with the formula C8H15N3O3S in a non-equilibrium geometry, from the Open Molecules 2025 dataset.

Structure (ORCA input):
```
! wB97M-V def2-TZVPD RIJCOSX def2/J DEFGRID3
* xyz 0 1
C 0.38413 -2.14740 -1.78850
N -0.52900 -1.18303 -1.19442
C -0.03180 -0.20893 -0.23392
C 0.45161 1.00968 -1.02081
C 1.11758 2.24350 -0.32564
O 1.45459 3.18803 -1.36989
N 1.12272 -0.65697 0.62976
C 1.16367 -0.28075 1.82364
C 0.13943 0.43013 2.69867
C -1.09640 0.67431 1.94284
C -1.17946 0.26682 0.68934
S -2.78051 0.38782 -0.10066
N -3.41034 -1.18636 -0.05053
O -3.64446 1.20840 0.70840
O -2.51813 0.78110 -1.44978
H 0.88669 -2.75388 -1.08547
H -0.30259 -2.58885 -2.43098
H 1.10592 -1.54584 -2.25100
H -1.12349 -0.82183 -1.90676
H -0.32198 1.50440 -1.58843
H 1.24454 0.80303 -1.71023
H 0.25655 2.63405 0.15928
H 1.90946 1.92141 0.26421
H 2.11284 2.75726 -2.00668
H 2.15122 -0.54351 2.42240
H 0.67453 1.44318 2.94774
H 0.05796 -0.27028 3.48033
H -1.95110 1.03980 2.32792
H -2.70601 -1.75199 0.41836
H -4.26638 -1.19818 0.43940
*
```

For the energy above the lowest of the compared OMol25 structures with the same formula, charge and spin, the calculation gives 325.6 kJ/mol. As for the electronic energy: -29983.88786 eV.

Here are the Mulliken charges for atoms 1 to 4, given in e: -1.08 -0.33 1.70 -0.96

Entry 8:
The following is a quantum chemistry calculation of an isolated ion of composition C8H15N4 and charge +1 in a non-equilibrium geometry, from the Open Molecules 2025 dataset.

Structure (ORCA input):
```
! wB97M-V def2-TZVPD RIJCOSX def2/J DEFGRID3
* xyz 1 3
C -0.06662 -2.61548 0.01785
C -1.38312 -2.63610 0.33792
C 0.35222 -1.25885 -0.22838
C -0.70535 -0.43643 0.06590
C -1.84449 -1.24719 0.45374
C 2.49604 -0.04119 0.05300
C -0.72239 1.25657 0.02748
C -2.05026 1.87340 -0.53528
N 1.73807 -0.96723 -0.53839
N 3.76897 -0.08465 -0.17620
N -0.64217 1.77522 1.31491
N 0.45945 1.62252 -0.75395
H 0.64757 -3.45583 -0.17623
H -1.98002 -3.49545 0.38079
H -2.60960 -1.05373 -0.19621
H -2.38488 -0.99535 1.42768
H 1.95120 0.68041 0.78162
H -2.30663 2.83786 0.04570
H -2.83193 1.10375 -0.31955
H -2.05108 2.09604 -1.61561
H 2.19831 -1.82678 -0.86033
H 4.12027 -0.84175 -0.77518
H 4.50755 0.56065 0.03275
H -0.17765 1.20341 1.93414
H -1.49404 2.23581 1.65678
H 0.57961 2.57612 -0.74674
H 0.43096 1.13426 -1.60818
*
```

For the energy above the lowest of the compared OMol25 structures with the same formula, charge and spin, the calculation gives 109.5 kJ/mol. The expectation value of S² is 2.0188. As for the electronic energy: -14488.53907 eV.

Here are the Mulliken charges for atoms 1 to 4, given in e: -0.47 -0.92 1.03 -0.60

Entry 9:
The following is a quantum chemistry calculation of a 2-piece molecular cluster, C8H15N4O2P overall in a non-equilibrium geometry, from the Open Molecules 2025 dataset.

Structure (ORCA input):
```
! wB97M-V def2-TZVPD RIJCOSX def2/J DEFGRID3
* xyz 0 1
C 0.85706 -1.01658 -2.11157
N 1.25130 -1.94324 -1.06814
N 2.70016 -2.04089 -0.97737
P 0.48787 -1.81788 0.59379
O 0.55374 -3.41762 0.72758
O -1.07302 -1.65530 0.07025
C -1.82808 -0.54368 0.13686
C -3.23583 -0.76338 -0.09909
C -4.07300 0.29441 0.03652
C -3.58421 1.54809 0.34406
C -2.28397 1.77057 0.65873
C -1.36441 0.72156 0.55648
H -0.15777 -0.71639 -1.98794
H 1.30518 -0.07824 -1.92138
H 1.13149 -1.52288 -3.04765
H 3.05283 -1.17179 -0.81354
H 2.89263 -2.55632 -0.06639
H 0.26856 -3.88840 -0.02002
H -3.60841 -1.63186 -0.46400
H -5.06018 0.10040 -0.10025
H -4.29605 2.38221 0.34234
H -2.00354 2.80170 0.97341
H -0.39662 0.98397 0.84971
H 3.02018 0.30378 0.85244
N 2.04785 0.55457 0.67084
N 1.73559 1.72334 0.74538
C 2.72729 2.74115 1.16524
H 3.71581 2.75959 0.63010
H 2.26087 3.64006 1.13650
H 2.95669 2.43906 2.18710
*
```

For the energy above the lowest of the compared OMol25 structures with the same formula, charge and spin, the calculation gives 282.4 kJ/mol. As for the electronic energy: -27880.36380 eV.

Here are the Mulliken charges for atoms 1 to 4, given in e: -0.72 0.07 -0.77 0.14

Q: Number 3 is which compound?
A: C8H15N2

Q: Which of these has the lowest electronic energy?
A: C8H15N3O3S